Record 1
A molecular structure, C24H26BrClF9O2Sc. Source: the OMol25 dataset; level of theory: the ωB97M-V functional and the def2-TZVPD basis.

Geometry (Å):
1 Br 0.3085 -1.9312 1.0113
2 Sc -0.5590 0.9158 0.2221
3 Cl -0.7454 3.2175 0.5180
4 F -2.9536 -0.8999 -4.2808
5 F -4.1752 0.2063 -2.0192
6 F -0.4705 2.0872 -2.6120
7 F -2.9527 1.6780 -1.0331
8 F 0.3253 0.3053 -3.5274
9 F -1.0997 -1.8117 -3.6237
10 F -1.2759 1.3636 -4.5058
11 F -3.3939 1.8750 -3.1416
12 F -2.8565 -1.9807 -2.3985
13 O -1.2065 -0.1550 -1.2906
14 O -1.3833 0.3282 1.8022
15 C -4.2968 0.9974 2.6048
16 C -4.4166 0.4521 5.0078
17 C -2.4935 1.7725 4.1779
18 C -1.6504 -5.4337 4.6528
19 C -2.6671 -0.6628 3.5734
20 C -0.9886 -1.9113 2.3825
21 C 2.6914 1.6233 -1.9595
22 C -2.8818 -1.8186 4.3137
23 C -3.9989 -4.6193 4.7365
24 C -0.8049 0.9864 -3.3184
25 C -3.4513 0.6243 3.8317
26 C -1.6817 -0.7255 2.5745
27 C -1.2225 -3.0542 3.1266
28 C -2.3554 -3.8880 6.4632
29 C -3.1118 0.9947 -2.1808
30 C -2.5356 -4.2324 4.9804
31 C -2.1920 -3.0176 4.1184
32 C 2.4557 0.5828 -1.0744
33 C 2.3580 0.8517 0.2921
34 C -2.1908 -1.1589 -3.2077
35 C 2.8254 2.9232 -1.4785
36 C 2.4642 2.1545 0.7674
37 C 2.7047 3.1924 -0.1247
38 C -1.8083 0.1561 -2.4722
39 H -1.9317 -6.2813 5.2787
40 H -3.6985 1.1818 1.7163
41 H -4.1754 -4.8731 3.6900
42 H 2.3509 -0.4327 -1.4378
43 H -3.8992 0.2246 5.9421
44 H -0.5975 -5.2169 4.8437
45 H -0.6474 -3.9442 2.9240
46 H 2.7662 1.4272 -3.0198
47 H 2.3473 2.3580 1.8240
48 H -4.6762 -3.8071 5.0030
49 H 3.0045 3.7341 -2.1722
50 H 2.7800 4.2069 0.2406
51 H -3.0020 -3.0642 6.7661
52 H -2.6089 -4.7516 7.0804
53 H -5.1564 -0.3289 4.8244
54 H -1.3250 -3.6035 6.6828
55 H -3.0818 2.6549 4.4395
56 H -1.8779 1.5171 5.0437
57 H -1.8398 2.0375 3.3503
58 H -4.2687 -5.4859 5.3434
59 H -5.0136 0.2049 2.3783
60 H -4.9571 1.3889 5.1523
61 H -1.7547 -5.7437 3.6122
62 H -3.6321 -1.8006 5.0913
63 H 2.2085 0.0331 0.9868
64 H -4.8600 1.9070 2.8227

Results
spin multiplicity	1
HOMO level	-8.50	eV
E	-5774.59223	Ha
net charge	0
lowest unoccupied orbital energy	0.2	eV

These are the natural (NBO) partial charges, in e, on atoms 1 to 4: 0.117, 1.771, -0.593, -0.315

***

Record 2
A molecular structure, C24H26CeN4S2Si at a distorted geometry. Source: the OMol25 dataset; level of theory: the ωB97M-V functional and the def2-TZVPD basis.

Geometry (Å):
1 Ce -0.7156 0.0946 2.4918
2 S 2.8856 -3.3992 1.9415
3 S -3.3916 -4.0577 2.3228
4 Si 0.8879 1.3826 -2.0677
5 N -1.7888 -2.0580 2.7904
6 N 0.9728 -1.7345 2.6601
7 N 2.9330 -0.6872 1.7802
8 N -3.9298 -1.3760 2.0961
9 C 3.2086 0.9407 -3.1618
10 C -2.0972 1.1619 -2.6258
11 C -2.0955 1.5456 4.2223
12 C -0.2721 2.5912 3.2185
13 C -2.5131 1.9844 2.9246
14 C -0.7169 1.9236 4.4008
15 C 0.4357 -3.0549 2.7127
16 C 2.1791 0.1358 -2.6567
17 C 3.7492 -1.7414 -2.9285
18 C -1.7151 -4.3788 2.5791
19 C -2.7616 3.1481 -3.9098
20 C -0.7555 1.3969 -2.9942
21 C -0.4377 -0.7607 0.5392
22 C 4.4850 0.4756 -3.4609
23 C -3.0512 -2.3304 2.4645
24 C -0.5654 2.1967 -4.1506
25 C -1.3775 2.6306 2.2950
26 C 2.4815 -1.2371 -2.5651
27 C -3.0886 2.0753 -3.0593
28 C 4.7708 -0.8860 -3.3403
29 C -0.9786 -3.2160 2.7791
30 C 2.2248 -1.7591 2.2068
31 C 1.3743 -4.0337 2.4191
32 C -1.4906 3.1765 -4.4971
33 H 3.9496 -2.8126 -2.9295
34 H -2.7483 1.0561 4.9570
35 H -3.4669 3.9545 -4.1038
36 H 0.7185 3.0100 2.9882
37 H 3.8985 -0.8421 1.5059
38 H -0.1217 -1.3315 -0.3981
39 H -3.5322 2.0100 2.5348
40 H 5.2388 1.1780 -3.8131
41 H 1.1774 -5.1004 2.5098
42 H -2.4082 0.3305 -1.9954
43 H 3.0293 2.0006 -3.2943
44 H -1.3449 -0.0881 0.2402
45 H -0.1064 1.6617 5.2873
46 H 0.5900 -0.1626 0.7882
47 H -3.7237 -0.3988 2.2744
48 H 0.3960 2.1720 -4.6783
49 H 5.7616 -1.2457 -3.5926
50 H -1.3912 3.0796 1.3247
51 H 1.3568 2.6527 -2.6009
52 H 2.6220 0.2673 1.9560
53 H -4.8366 -1.6801 1.7746
54 H 1.7388 -1.9325 -2.2210
55 H -1.2134 3.9711 -5.1998
56 H 0.9973 1.4963 -0.5844
57 H -1.3042 -5.3755 2.5586
58 H -4.1229 1.9797 -2.7150

Results
spin multiplicity	1
HOMO level (alpha / beta)	-12.89 / -12.89	eV
E	-2709.47726	Ha
net charge	+2
lowest unoccupied orbital energy (alpha / beta)	-7.6 / -7.7	eV

These are the Mulliken partial charges, in e, on atoms 1 to 4: 0.329, -0.103, -0.106, 0.526

***

Record 3
A molecular structure, C24H26CrN2O3Si2. Source: the OMol25 dataset; level of theory: the ωB97M-V functional and the def2-TZVPD basis.

Geometry (Å):
1 Cr -0.4792 0.2577 0.2468
2 Si 1.5130 1.7819 0.1707
3 Si 1.3196 -1.3346 0.9610
4 O -1.6679 2.7672 -3.3045
5 O -1.2376 0.6995 2.2561
6 O -1.4191 1.0029 -1.5200
7 N -2.3340 -1.1080 -1.8581
8 N -1.8564 -1.4701 -0.5769
9 C -2.8045 2.2299 -5.2937
10 C -3.4853 1.3260 -6.0856
11 C 4.0300 -0.9769 2.0486
12 C -2.3227 1.8501 -4.0324
13 C -2.0526 0.1039 -2.2163
14 C 5.2726 1.0742 1.9753
15 C -2.8520 -2.8584 3.6177
16 C -2.3277 -1.9256 4.5148
17 C 5.1870 -0.2678 2.3344
18 C 1.3071 3.4555 1.0789
19 C 2.2519 2.3328 -1.5072
20 C -2.3636 -1.3209 1.8185
21 C -3.2256 -0.3526 -4.4033
22 C 2.9332 -0.3810 1.4114
23 C -2.5438 0.5381 -3.5806
24 C 1.0615 -2.4812 2.4699
25 C 4.1974 1.6780 1.3410
26 C 1.9410 -2.5556 -0.3776
27 C -3.7026 0.0210 -5.6507
28 C -1.8202 -0.7140 4.0892
29 C -2.5029 -0.9104 0.3917
30 C -2.8659 -2.5311 2.2645
31 C 3.0187 0.9774 1.0536
32 C -1.7864 -0.3721 2.7114
33 H -3.2332 -3.8117 3.9625
34 H -1.4204 2.2937 -2.4507
35 H -3.3698 -1.3568 -4.0265
36 H 1.8800 -3.2059 2.5668
37 H 2.2651 -2.0194 -1.2731
38 H 0.9421 3.2828 2.0941
39 H 1.1331 -3.2309 -0.6737
40 H 0.5720 4.0831 0.5662
41 H 4.2753 2.7274 1.0662
42 H 3.1301 2.9723 -1.3544
43 H 2.5635 1.4594 -2.0862
44 H -3.2759 -3.2229 1.5355
45 H -2.6208 3.2467 -5.6180
46 H 1.0093 -1.8947 3.3908
47 H -3.3104 -0.2074 0.1530
48 H 3.9747 -2.0251 2.3322
49 H 1.5260 2.8847 -2.1107
50 H 0.1217 -3.0345 2.3902
51 H -2.3031 -2.1635 5.5750
52 H -3.8499 1.6390 -7.0589
53 H -4.2307 -0.6927 -6.2704
54 H 2.7843 -3.1540 -0.0103
55 H 2.2496 4.0136 1.1339
56 H 6.0199 -0.7538 2.8346
57 H 6.1720 1.6433 2.1931
58 H -1.3874 -0.0086 4.7900

Results
spin multiplicity	5
HOMO level (alpha / beta)	-0.54 / -0.53	eV
E	-2888.89709	Ha
net charge	-2
energy relative to the best compared isomer or geometry (same formula, charge and spin)	67.8	kJ/mol
lowest unoccupied orbital energy (alpha / beta)	4.8 / 4.8	eV

These are the natural (NBO) partial charges, in e, on atoms 1 to 4: 0.817, 0.960, 0.924, -0.710

***

Record 4
C24H26F3NO4 in the gas phase. Source: the OMol25 dataset; level of theory: the ωB97M-V functional and the def2-TZVPD basis.

Geometry (Å):
1 F -7.3349 1.9837 -1.3020
2 F -7.5660 0.6012 0.3262
3 F -6.7221 2.5468 0.6802
4 O 3.2954 -2.0706 -0.6763
5 O 1.5115 2.5091 -1.1520
6 O -1.4679 -0.3118 1.5149
7 O 0.6658 -0.3844 0.6077
8 N 2.8526 0.9353 -0.1560
9 C -2.8522 -0.0627 -1.0415
10 C 5.2034 0.7412 0.1965
11 C -1.4964 -0.6699 -1.3360
12 C -1.1594 -1.7695 -0.3006
13 C 1.6812 1.4262 -0.6284
14 C -3.9975 -0.8152 -1.2799
15 C 4.3114 2.8791 -0.4602
16 C -2.9835 1.2189 -0.5248
17 C -5.3649 0.9716 -0.4685
18 C 6.4735 1.2820 0.2347
19 C 2.1399 -2.8275 -0.3891
20 C -5.2500 -0.3076 -0.9979
21 C 5.5887 3.4086 -0.4184
22 C 6.6716 2.6189 -0.0716
23 C -0.4179 0.3670 -1.3839
24 C -1.2083 -0.6405 3.9378
25 C 1.0341 -2.6442 -1.4373
26 C -1.1007 0.3020 2.7435
27 C 0.5561 0.4455 -0.4799
28 C 4.1125 1.5370 -0.1509
29 C -0.3670 -2.9481 -0.8913
30 C -4.2322 1.7385 -0.2376
31 C -6.7309 1.5231 -0.1858
32 C -0.4964 -1.1184 0.9209
33 H 1.0745 -1.6224 -1.8169
34 H -1.8081 1.1273 2.8527
35 H -4.3285 2.7333 0.1693
36 H -0.9745 -3.3580 -1.7012
37 H 3.6290 -2.3195 -1.5454
38 H -3.9102 -1.8100 -1.6924
39 H 2.3944 -3.8929 -0.2958
40 H -0.2849 -3.7259 -0.1276
41 H 3.4707 3.4937 -0.7348
42 H -0.1442 -1.8925 1.6243
43 H 1.8091 -2.4703 0.5861
44 H 7.6650 3.0407 -0.0408
45 H -0.4754 -1.4416 3.8753
46 H 1.2391 -3.3125 -2.2781
47 H -0.0863 0.7114 2.6673
48 H 5.0426 -0.3024 0.4261
49 H -2.1023 -2.1801 0.0749
50 H -0.4253 1.0728 -2.1985
51 H -1.5598 -1.1448 -2.3234
52 H 7.3130 0.6580 0.5043
53 H 2.8497 -0.0367 0.1339
54 H -2.2027 -1.0779 3.9751
55 H -1.0314 -0.0833 4.8533
56 H -6.1363 -0.8959 -1.1814
57 H 5.7368 4.4509 -0.6593
58 H -2.1035 1.8139 -0.3396

Results
spin multiplicity	1
HOMO level	-8.38	eV
E	-1585.48911	Ha
net charge	0
SMILES	CCO[C@@H]1OC(C(=O)Nc2ccccc2)=C[C@H](c2ccc(C(F)(F)F)cc2)[C@H]1CCCO
lowest unoccupied orbital energy	0.5	eV

These are the natural (NBO) partial charges, in e, on atoms 1 to 4: -0.328, -0.327, -0.324, -0.735

***

Number 3 is which compound?
C24H26CrN2O3Si2

***

What is the formula in the fourth record?
C24H26F3NO4

***

Look up the E of the second one.
-2709.47726 Ha

***

What is the formula in the first record?
C24H26BrClF9O2Sc